Formula: C12H35NO5
Source: the Open Molecules 2025 dataset
Level of theory: ωB97M-V/def2-TZVPD

Each line ends with the Mulliken charge.
Geometry (Å):
C1 1.31 -0.71 0.71  -0.70
C2 1.16 0.80 0.90  -0.28
O1 0.48 0.98 2.12  -0.51
H1 1.69 -1.02 -0.27  -0.05
H2 0.33 -1.18 0.75  0.24
H3 1.80 -1.19 1.55  0.34
H4 0.64 1.26 0.05  0.29
H5 2.13 1.29 0.96  0.31
H6 1.14 0.96 2.82  0.22
C3 0.85 1.16 5.52  -0.74
C4 2.12 0.40 5.26  -0.22
O2 2.68 0.75 3.99  -0.55
H7 1.06 2.22 5.61  0.29
H8 0.49 0.79 6.49  0.38
H9 0.02 1.02 4.82  -0.05
H10 1.89 -0.67 5.30  0.30
H11 2.86 0.66 6.02  0.32
H12 3.45 0.20 3.85  0.29
C5 4.16 -0.72 -1.89  -0.95
C6 4.12 -2.22 -1.73  -0.14
O3 3.25 -2.75 -2.71  -0.54
H13 4.34 -0.40 -2.92  0.33
H14 4.98 -0.29 -1.31  0.34
H15 3.26 -0.17 -1.62  0.12
H16 3.69 -2.51 -0.77  0.26
H17 5.09 -2.69 -1.90  0.36
H18 3.17 -3.70 -2.55  0.29
C7 -4.03 0.27 3.48  -1.29
C8 -2.55 0.52 3.31  0.11
O4 -2.30 1.30 2.16  -0.55
H19 -4.13 -0.38 4.35  0.35
H20 -4.57 -0.16 2.64  0.33
H21 -4.58 1.18 3.72  0.30
H22 -1.95 -0.39 3.30  0.27
H23 -2.20 1.13 4.15  0.10
H24 -1.34 1.25 1.99  0.45
C9 -2.40 0.42 -5.85  -1.29
C10 -3.00 0.22 -4.44  0.46
C11 -1.96 0.26 -3.33  -0.68
O5 -1.12 -0.85 -3.49  -0.34
C12 -0.18 -1.01 -2.46  -0.64
N1 -4.03 1.23 -4.19  -0.70
H25 -3.15 0.73 -6.58  0.41
H26 -1.86 -0.46 -6.21  0.30
H27 -1.65 1.22 -5.80  0.28
H28 -3.58 -0.70 -4.41  0.16
H29 -2.43 0.20 -2.35  0.38
H30 -1.39 1.19 -3.45  0.31
H31 -0.66 -0.94 -1.48  0.30
H32 0.56 -0.20 -2.53  0.34
H33 0.40 -1.93 -2.57  0.22
H34 -4.43 1.50 -5.08  0.23
H35 -3.65 2.13 -3.90  0.26

Computed properties:
Energy above the lowest of the compared OMol25 structures with the same formula, charge and spin (kcal/mol): 3.6
E_LUMO (eV): 0.4
Total energy (eV): -24737.3173
Kohn-Sham gap (eV): 9.5